1.
# C2H5N3O3

C2H5N3O3 in the gas phase (the ωB97M-V functional and the def2-TZVPD basis, the OMol25 dataset).

XYZ file:
```
13
Properties=species:S:1:pos:R:3:lowdin_charge:R:1
O 1.43 -1.52 1.65 0.0104
O -0.21 0.39 -2.86 -0.0284
O -0.05 0.92 0.60 -0.0181
N -0.15 0.13 1.63 -0.0644
N -1.22 -0.60 -0.71 0.1714
N 0.08 1.10 -1.76 -0.0161
C -0.50 0.42 -0.67 -0.3927
C 0.60 -0.77 2.17 -0.3863
H -0.45 -0.45 -2.44 0.0699
H 1.02 0.98 -1.46 0.1227
H 0.74 -0.78 3.32 0.1619
H -1.30 -1.18 0.17 0.1093
H -0.94 0.73 2.27 0.2603
```

Output
* HOMO energy: -10.322 eV
* HOMO-LUMO gap: 10.5 eV
* total charge: 0

=====

2.
# C2H5N3O3

C2H5N3O3 as an isolated structure (the ωB97M-V functional and the def2-TZVPD basis, the OMol25 dataset).

XYZ file:
```
13
Properties=species:S:1:pos:R:3:lowdin_charge:R:1
O 2.23 -0.83 1.14 -0.0443
O -2.11 0.13 -1.20 -0.0218
O 0.02 -0.15 -2.24 -0.1036
N 0.69 -0.17 -0.96 0.0426
N 0.98 -0.25 1.32 -0.0294
N -0.86 0.62 0.64 0.0821
C -1.93 0.70 -0.08 -0.3248
C 0.30 0.14 0.22 -0.4368
H -1.05 -0.11 -1.92 0.0288
H -2.90 1.07 0.69 0.1813
H 0.67 0.05 2.26 0.1706
H 1.15 -1.25 -1.15 0.2722
H 2.82 0.04 1.29 0.1832
```

Output
* HOMO energy: -9.518 eV
* HOMO-LUMO gap: 9.7 eV
* total charge: 0

=====

3.
# C2H5N3OS

C2H5N3OS in the gas phase (the ωB97M-V functional and the def2-TZVPD basis, the OMol25 dataset).

XYZ file:
```
12
Properties=species:S:1:pos:R:3:lowdin_charge:R:1
S 0.36 -1.16 -0.69 0.7704
O 2.23 0.99 -0.58 -0.1909
N -3.00 -0.25 -0.01 0.0204
N -1.91 0.66 -0.09 -0.1114
N 2.62 0.08 0.35 -0.1694
C 2.00 -1.10 0.23 -0.4292
C -0.72 0.40 -0.31 -0.4787
H -2.79 -1.18 0.36 0.0792
H -0.32 1.46 -0.73 0.1175
H -3.77 0.07 0.49 0.0455
H 2.86 1.84 -0.06 0.2477
H 2.43 -1.81 1.04 0.0991
```

Output
* HOMO energy: -8.910 eV
* HOMO-LUMO gap: 9.2 eV
* total charge: 0

=====

4.
# C2H5N3OS

C2H5N3OS in the gas phase (the ωB97M-V functional and the def2-TZVPD basis, the OMol25 dataset).

XYZ file:
```
12
Properties=species:S:1:pos:R:3:lowdin_charge:R:1
S 1.74 -1.00 0.07 0.8679
O 1.41 1.54 -0.16 0.0568
N -1.14 -0.83 -0.16 -0.1076
N -1.15 1.49 0.23 0.1134
N -2.54 -0.79 -0.14 -0.0181
C 0.97 0.47 -0.04 -0.9089
C -0.51 0.29 -0.06 -0.4626
H -0.61 2.21 -0.07 0.0255
H -2.34 1.66 0.17 0.2062
H -2.68 -1.85 -0.15 0.1138
H -2.83 -0.30 0.74 0.0831
H 0.44 -1.59 0.66 0.0306
```

Output
* HOMO energy: -8.875 eV
* HOMO-LUMO gap: 9.2 eV
* total charge: 0

=====

5.
# C2H5N3OS

C2H5N3OS in the gas phase (the ωB97M-V functional and the def2-TZVPD basis, the OMol25 dataset).

XYZ file:
```
12
Properties=species:S:1:pos:R:3:lowdin_charge:R:1
S -0.55 2.58 1.06 0.7344
O 0.85 0.70 2.36 -0.0245
N -0.55 0.24 -0.68 -0.1201
N -0.67 -0.63 -1.71 -0.0754
N 1.07 -1.22 0.43 0.1034
C 0.13 -0.10 0.40 -0.3943
C 0.28 0.98 1.29 -0.7418
H 0.73 -2.10 0.00 0.0845
H 1.65 -1.28 1.32 0.1185
H 0.27 -0.89 -2.27 0.1469
H -1.58 1.94 0.13 -0.0142
H -1.63 -0.24 -2.33 0.1827
```

Output
* HOMO energy: -8.640 eV
* HOMO-LUMO gap: 8.6 eV
* total charge: 0

=====

6.
# C2H5N3OS

C2H5N3OS in the gas phase (the ωB97M-V functional and the def2-TZVPD basis, the OMol25 dataset).

XYZ file:
```
12
Properties=species:S:1:pos:R:3:lowdin_charge:R:1
S -3.21 0.11 -0.03 0.7179
O -0.54 -0.59 0.15 -0.0685
N 1.41 0.52 -0.03 -0.0659
N 2.15 -0.62 -0.04 0.0112
N -0.48 1.81 0.06 0.1510
C -1.90 -0.85 -0.01 -0.6464
C 0.05 0.69 0.02 -0.5016
H -1.48 1.90 0.15 -0.0166
H 1.93 1.38 -0.32 0.1624
H 2.17 -1.12 0.83 0.0828
H 1.85 -1.25 -0.78 0.0817
H -1.95 -1.98 0.00 0.0919
```

Output
* HOMO energy: -9.238 eV
* HOMO-LUMO gap: 9.0 eV
* total charge: 0

=====

7.
# C2H5N3OS2

C2H5N3OS2 in the gas phase (the ωB97M-V functional and the def2-TZVPD basis, the OMol25 dataset).

XYZ file:
```
13
Properties=species:S:1:pos:R:3:lowdin_charge:R:1
S 1.87 -1.52 -0.34 0.7498
S 1.60 1.51 -0.47 0.8464
O -2.90 0.37 -0.17 -0.0942
N -1.83 -0.60 0.12 -0.0040
N 0.02 0.94 -0.19 -0.3397
N 0.12 -1.57 -0.46 -0.2745
C -0.49 -0.42 -0.22 -0.5312
C 2.33 0.20 0.35 -0.8392
H -0.65 1.39 0.52 0.1314
H 2.00 0.14 1.43 0.0513
H -3.15 0.58 -1.12 0.1221
H 3.37 0.47 0.64 0.0551
H -2.28 -1.48 -0.09 0.1268
```

Output
* HOMO energy: -7.987 eV
* HOMO-LUMO gap: 8.5 eV
* total charge: 0

=====

8.
# C2H5N3P

An isolated ion of composition C2H5N3P and charge +1 (the ωB97M-V functional and the def2-TZVPD basis, the OMol25 dataset).

XYZ file:
```
11
Properties=species:S:1:pos:R:3:lowdin_charge:R:1
P -0.04 -0.57 2.03 0.9090
N -1.38 -0.55 1.05 -0.1959
N 1.06 0.29 1.26 -0.3108
N 0.17 0.10 -1.03 0.0991
C -0.94 -0.50 -0.71 0.1521
C 1.18 0.74 -0.03 -0.2678
H 1.10 1.91 -0.30 0.1823
H -1.67 -1.06 -1.27 0.1313
H -2.18 -1.05 1.31 0.0178
H 0.50 0.20 -1.97 0.1631
H 2.20 0.49 -0.34 0.1198
```

Output
* HOMO energy: -14.120 eV
* HOMO-LUMO gap: 8.7 eV
* total charge: +1

=====

9.
# C2H5N3P2

C2H5N3P2 as an isolated structure (the ωB97M-V functional and the def2-TZVPD basis, the OMol25 dataset).

XYZ file:
```
12
Properties=species:S:1:pos:R:3:lowdin_charge:R:1
P -0.19 0.48 -1.16 0.5957
P -0.47 2.93 -1.29 0.6822
N 0.61 1.86 -1.79 -0.5730
N 0.95 -0.13 -0.11 -0.2182
N -1.07 1.76 -0.18 -0.4770
C 0.95 -1.54 0.13 -0.3931
C -0.18 -1.23 1.10 0.0693
H 1.73 -1.93 0.70 0.0792
H 0.26 -1.04 2.08 0.0722
H -2.02 1.92 0.20 0.0146
H 0.59 -2.23 -0.70 0.1118
H -1.17 -0.87 1.02 0.0363
```

Output
* HOMO energy: -8.554 eV
* HOMO-LUMO gap: 8.2 eV
* total charge: 0

=====

10.
# C2H5N3S

C2H5N3S in the gas phase (the ωB97M-V functional and the def2-TZVPD basis, the OMol25 dataset).

XYZ file:
```
11
Properties=species:S:1:pos:R:3:lowdin_charge:R:1
S 0.35 1.41 -2.13 0.6090
N -1.78 1.06 0.28 0.1054
N 1.29 -0.65 -0.57 -0.0033
N -0.57 -0.76 1.04 0.0512
C 0.36 0.21 -0.97 -0.8391
C -0.80 0.09 0.11 -0.5068
H -1.00 -0.66 2.00 0.1477
H 2.31 -0.71 -1.06 0.1732
H 1.47 -1.04 0.50 0.1792
H 0.37 -0.45 1.38 0.0960
H -2.00 1.50 -0.59 -0.0126
```

Output
* HOMO energy: -8.784 eV
* HOMO-LUMO gap: 8.3 eV
* total charge: 0

=====

11.
# C2H5N3S

C2H5N3S in the gas phase (the ωB97M-V functional and the def2-TZVPD basis, the OMol25 dataset).

XYZ file:
```
11
Properties=species:S:1:pos:R:3:lowdin_charge:R:1
S 1.14 2.12 -0.49 0.6236
N 1.91 1.48 1.88 0.0898
N 0.93 0.87 2.06 -0.0809
N 0.09 0.87 -0.17 -0.6509
C -0.28 0.64 1.22 -0.2168
C 0.22 -0.28 -1.08 -0.1255
H 1.17 -0.65 -0.91 0.0571
H 0.09 0.16 -1.98 0.0275
H -0.65 -0.89 -0.92 0.0890
H -0.55 -0.36 1.34 0.1014
H -0.94 1.37 1.44 0.0857
```

Output
* HOMO energy (spin up / spin down): -7.937 / -7.801 eV
* HOMO-LUMO gap (spin up / spin down): 8.0 / 7.4 eV
* total charge: 0

=====

12.
# C2H5N3S2

C2H5N3S2 in the gas phase (the ωB97M-V functional and the def2-TZVPD basis, the OMol25 dataset).

XYZ file:
```
12
Properties=species:S:1:pos:R:3:lowdin_charge:R:1
S -0.39 -0.64 -0.59 0.8923
S -3.06 0.10 0.26 0.5613
N 2.10 -0.76 0.17 -0.1087
N 3.34 -0.10 0.59 -0.0126
N 1.44 1.37 -0.45 0.0933
C -1.43 0.25 0.42 -1.0956
C 1.24 0.16 -0.19 -0.7824
H 3.56 0.37 -0.39 0.1159
H -0.96 1.09 1.00 0.0372
H 3.22 0.77 1.15 0.0770
H 1.75 -1.50 0.87 0.1655
H 0.69 1.89 -0.90 0.0569
```

Output
* HOMO energy: -8.940 eV
* HOMO-LUMO gap: 8.4 eV
* total charge: 0

=====

For reference, maximum force by record: 0.184 0.174 0.127 0.115 0.114 0.050 0.092 0.126 0.089 0.196 0.094 0.092 Eh/bohr.
For reference, energy relative to the best compared isomer or geometry (same formula, charge and spin) by record: 506.87 521.15 657.44 328.94 366.10 267.89 374.46 201.49 179.20 303.94 363.74 307.16 kJ/mol.